[1]
C16H25Cl2NPd as an isolated structure in a non-equilibrium geometry, computed with ωB97M-V/def2-TZVPD.

Summary:
**Net charge**: 0
**HOMO-LUMO gap (spin up / spin down)**: 3.41 / 5.71 eV
**E_HOMO (spin up / spin down)**: -3.27 / -7.88 eV
**<S²>**: 6.020
**Molar mass**: 408.7 g/mol
**Spin multiplicity**: 5
**Total energy**: -1727.3423 Eh

Atoms and positions in Å:
1 Pd -0.71303 0.33117 -0.54804
2 Cl -2.81734 0.93454 0.49075
3 Cl 1.57129 0.33476 -1.59737
4 C -1.51954 -0.43476 -2.21782
5 H -0.94159 -1.22877 -2.65755
6 H -2.57399 -0.63064 -2.03051
7 C 0.60716 1.85104 -0.90121
8 C -1.14697 0.95342 -2.49603
9 H 1.30823 2.02389 -0.05377
10 C -2.30022 1.89461 -2.67475
11 H -0.26214 1.13219 -3.07185
12 C -1.91972 3.40637 -2.72339
13 H -2.85375 1.61544 -3.56306
14 H -2.97489 1.72840 -1.81543
15 C -1.14083 3.77244 -1.48214
16 H -1.32277 3.57599 -3.64196
17 H -2.84857 3.96751 -2.83104
18 C 0.32851 3.18250 -1.56753
19 H -1.06706 4.87048 -1.45241
20 H -1.65134 3.43761 -0.54810
21 H 0.61602 3.09103 -2.62958
22 H 1.00361 3.92788 -1.08305
23 C -0.16038 -3.51794 1.35832
24 N 1.30676 -3.34526 1.20835
25 C 1.90951 -4.40865 0.36938
26 C 1.65348 -1.97093 0.68794
27 C 1.18913 -0.92708 1.65750
28 C 1.66502 -0.97524 2.97530
29 C 1.21066 -0.10252 3.95177
30 C 0.29839 0.87966 3.60487
31 C -0.13180 0.99076 2.28050
32 C 0.25733 0.04543 1.38182
33 H -0.64387 -3.29645 0.40288
34 H -0.52971 -2.83988 2.13025
35 H -0.34609 -4.55546 1.64177
36 H 1.72871 -3.40610 2.14932
37 H 1.53833 -4.30900 -0.65260
38 H 2.99482 -4.29511 0.38663
39 H 1.62529 -5.37853 0.78056
40 H 2.74564 -1.94895 0.59150
41 H 1.21821 -1.87412 -0.31598
42 H 2.40462 -1.69643 3.23739
43 H 1.56615 -0.17480 4.97274
44 H -0.06463 1.58319 4.31975
45 H -0.81664 1.78628 1.97588

***

[2]
A 2-piece molecular cluster, C3H10N2Si overall in a non-equilibrium geometry, computed with ωB97M-V/def2-TZVPD.

Summary:
**Net charge**: 0
**HOMO-LUMO gap**: 8.17 eV
**E_HOMO**: -7.78 eV
**ΔE to the lowest compared entry with this formula, charge and spin**: 128.8 kcal/mol
**Molar mass**: 102.2 g/mol
**Total energy**: -519.1242 Eh

Atoms and positions in Å:
1 C 1.10934 1.29871 -0.23215
2 C 1.74312 -0.15525 -0.18365
3 C -2.02777 0.12085 -0.32116
4 N -0.13860 1.18437 0.55460
5 N -0.75335 -0.06035 0.27053
6 Si 0.28689 -1.38862 -0.06703
7 H 1.77886 2.03413 0.14249
8 H 0.65803 1.60153 -1.12736
9 H 2.36321 -0.30163 -1.05257
10 H 2.29263 -0.23062 0.66692
11 H -2.46498 1.05453 0.08551
12 H -2.13018 0.10340 -1.37594
13 H -2.69451 -0.80289 -0.04652
14 H -0.03214 1.05555 1.49206
15 H -0.01329 -2.65138 -0.63166
16 H 0.02274 -2.86235 1.82594

***

[3]
C17H17BHgN8O6 as an isolated structure in a non-equilibrium geometry, computed with ωB97M-V/def2-TZVPD.

Summary:
**Net charge**: 0
**HOMO-LUMO gap**: 8.16 eV
**E_HOMO**: -9.12 eV
**ΔE to the lowest compared entry with this formula, charge and spin**: 0.0 kcal/mol
**Molar mass**: 640.8 g/mol
**Total energy**: -1725.5253 Eh

Atoms and positions in Å:
1 H 0.29700 -0.52752 -2.60463
2 N 1.44681 0.87854 -1.55388
3 B 2.96904 2.77529 -0.85565
4 N 2.19605 1.96428 -1.93360
5 C 2.13722 2.12263 -3.27470
6 Hg 1.40343 0.00979 0.68011
7 H 2.67329 2.93405 -3.74645
8 C 1.33241 1.10631 -3.78080
9 H 1.07655 0.92466 -4.80504
10 C 0.92145 0.35067 -2.66156
11 H 3.61152 3.66782 -1.32973
12 C 0.67280 -0.98273 2.35872
13 H -0.09635 -1.74823 2.33191
14 H 0.17171 -0.03101 2.63171
15 H 1.41904 -1.24091 3.10969
16 N 3.82576 1.73422 -0.10179
17 N 1.87972 3.28029 0.13371
18 N 3.28591 0.60478 0.48013
19 N 1.00591 2.39069 0.71448
20 C 5.16511 1.70200 0.05264
21 C 1.57593 4.54361 0.50433
22 H 5.78463 2.49606 -0.34571
23 H 2.16498 5.37079 0.13414
24 C 5.49737 0.54383 0.76320
25 C 0.47526 4.47988 1.35528
26 C 4.29153 -0.11742 1.01621
27 C 0.14663 3.10827 1.45228
28 H 6.48202 0.22811 1.05528
29 H -0.01126 5.30324 1.83615
30 H 4.10858 -1.04288 1.53602
31 H -0.65716 2.63988 2.00365
32 H 1.38854 -1.50009 1.05590
33 O -0.51755 -1.84876 -1.25386
34 C -1.30241 -1.25146 -0.47516
35 O -1.12419 -0.14782 0.13927
36 C -2.62621 -1.96043 -0.19435
37 C -3.46920 -1.53995 0.84922
38 C -4.66027 -2.24351 1.13634
39 C -5.04831 -3.34898 0.36642
40 C -4.21012 -3.76143 -0.67998
41 C -3.00026 -3.08429 -0.95029
42 N -4.58989 -4.89107 -1.48753
43 O -5.67046 -5.46623 -1.23371
44 O -3.82720 -5.25108 -2.40748
45 N -5.46646 -1.83915 2.25807
46 O -5.07559 -0.88329 2.95943
47 O -6.52342 -2.46532 2.48762
48 H -3.20288 -0.67248 1.44576
49 H -5.97164 -3.87727 0.57864
50 H -2.35537 -3.43635 -1.75042

***

[4]
A 2-piece molecular cluster, C5H13NO overall in a non-equilibrium geometry, computed with ωB97M-V/def2-TZVPD.

Summary:
**Net charge**: 0
**HOMO-LUMO gap**: 9.40 eV
**E_HOMO**: -8.45 eV
**ΔE to the lowest compared entry with this formula, charge and spin**: 87.7 kcal/mol
**Molar mass**: 103.2 g/mol
**Total energy**: -328.1791 Eh

Atoms and positions in Å:
1 C 1.97577 1.01832 -1.82304
2 C 2.08898 -0.26755 -1.06169
3 C 0.77220 -0.76746 -0.36386
4 C -0.28027 0.05987 -0.26414
5 N -1.58810 -0.35468 0.24707
6 C -1.94449 -1.47668 1.28134
7 H 0.93434 0.98366 -2.28022
8 H 2.69189 1.16897 -2.60076
9 H 2.16740 1.81245 -1.02598
10 H 2.33462 -1.21283 -1.71631
11 H 2.99332 -0.32080 -0.34711
12 H 0.88391 -1.67302 0.33480
13 H -0.14713 1.13975 0.00130
14 H -2.28701 -0.30705 -0.58433
15 H -1.81532 -2.38839 0.76555
16 H -1.37461 -1.53016 2.22710
17 H -2.94217 -1.39752 1.50711
18 O -1.45653 1.60190 2.27232
19 H -1.60506 2.57525 2.16099
20 H -1.40176 1.33598 1.26986

***

Question: Which of these has the highest molar mass?
Answer: C17H17BHgN8O6

***

Question: Which value of molar mass does entry 4 give?
Answer: 103.2 g/mol